Entry 1:
Below is a cluster of 2 separate species, C3H8FN2 in total in a non-equilibrium geometry, with properties calculated with ωB97M-V/def2-TZVPD.

CARTESIAN COORDINATES (ANGSTROEM)
C 0.37 0.49 0.42
C -2.18 0.47 0.51
C 2.35 -1.10 -2.12
N -0.82 0.02 0.13
N 0.74 0.73 1.64
F 1.16 -1.55 -2.52
H -2.11 0.64 1.58
H -2.45 1.29 -0.05
H -3.02 -0.37 0.44
H 3.09 -1.78 -1.89
H 2.12 -0.13 -1.59
H -0.84 -0.55 -0.74
H 1.61 1.01 1.87
H -0.01 0.86 2.33

## Properties
Gap between HOMO and LUMO (spin up / spin down) = 5.0 / 3.4 eV
HOMO level (spin up / spin down) = -12.34 / -11.68 eV
Lowest unoccupied orbital energy (spin up / spin down) = -0.2704 / -0.3044 hartree
Spin multiplicity = 1
E = -8925.309 eV
Total charge = +1
Relative energy (zero: lowest compared OMol25 entry of this formula, charge and spin) = 678.0 kJ/mol

=====

Entry 2:
Below is the ion C3H8FN3 with charge +2 in a non-equilibrium geometry, with properties calculated with ωB97M-V/def2-TZVPD.

CARTESIAN COORDINATES (ANGSTROEM)
C 0.80 1.17 0.05
N -0.04 -0.08 -0.04
C 0.62 -1.29 -0.01
N 1.90 -1.30 -0.14
C -1.41 -0.05 0.04
N -2.32 0.92 0.19
F -1.83 -1.26 -0.03
H 1.24 1.54 1.04
H 0.10 2.06 -0.28
H 1.46 0.94 -0.79
H 0.06 -2.16 0.23
H 2.09 -2.35 -0.12
H 2.71 -0.66 -0.24
H -2.15 1.89 0.20
H -3.23 0.65 -0.09

## Properties
Gap between HOMO and LUMO = 11.0 eV
HOMO level = -21.07 eV
Structure (SMILES) = C/[N+](=C\N)C(=[NH2+])F
Lowest unoccupied orbital energy = -0.3713 hartree
Spin multiplicity = 1
E = -10409.312 eV
Total charge = +2
Relative energy (zero: lowest compared OMol25 entry of this formula, charge and spin) = 42.8 kJ/mol

=====

Q: Which value of E does entry 1 give?
A: -8925.309 eV

=====

Q: Among the records above, which one has the lowest relative energy (zero: lowest compared OMol25 entry of this formula, charge and spin)?
A: C3H8FN3

=====

Q: Which formula does entry 2 have?
A: C3H8FN3